Record 1
The following is a quantum chemistry calculation of the ion C6H10N with charge +1, from OMol25.

Last column: Mulliken charge in e.
Element x y z (Å)
C1 1.93862 0.78547 -0.25156  0.144
C2 3.00896 -0.03597 -0.35805  -0.746
C3 -0.09538 -0.72672 0.25086  0.568
C4 -0.82523 0.59169 0.25952  0.033
C5 -0.11132 -2.19389 0.31954  -1.047
C6 -1.35567 1.26809 -0.99784  -1.126
N1 0.62249 0.28328 0.03157  -0.035
H1 1.98250 1.78062 -0.69696  0.350
H2 3.06791 -1.00787 0.17358  0.234
H3 3.92343 0.15633 -0.83777  0.290
H4 -0.94345 1.03492 1.37551  0.323
H5 -0.03916 -2.42640 1.43972  0.297
H6 0.78083 -2.45862 -0.16399  0.354
H7 -0.87258 -2.68905 -0.14894  0.379
H8 -2.16092 0.89384 -1.58143  0.347
H9 -0.44910 1.47301 -1.52466  0.316
H10 -1.61642 2.31317 -0.81059  0.319

As for the HOMO-LUMO gap: 9.652 eV. The net charge is +1. For the LUMO energy, the calculation gives -4.82 eV. As for the total energy: -288.98617 hartree. Its structure (SMILES) is C=C[N+]1=C(C)[C@@H]1C.

---

Record 2
The following is a quantum chemistry calculation of a cluster of 2 separate species, C5H9N2O4P in total, from OMol25.

Last column: Mulliken charge in e.
Element x y z (Å)
C1 -1.73296 -0.89932 2.17643  0.812
C2 -0.74878 1.71777 1.42783  0.657
C3 -2.70773 -0.14117 1.81555  -1.114
C4 0.45784 1.98884 -1.63813  -0.603
C5 2.02882 -1.09073 1.14704  -0.680
N1 -1.48451 1.96789 2.58447  -0.352
N2 -0.80515 2.97462 1.61431  -0.507
O1 -1.10085 -1.82750 2.50674  -0.399
O2 -0.56759 -0.48119 -0.47179  -0.668
O3 0.84052 1.75659 -0.25429  -0.379
O4 1.07463 -0.06863 1.47616  -0.208
P1 0.06583 0.47808 0.45930  0.822
H1 -2.84121 0.79677 2.40934  0.468
H2 -3.31178 -0.47102 0.97670  0.299
H3 -1.11485 1.90877 3.61148  0.211
H4 -0.60114 1.75856 -1.71665  0.325
H5 1.10435 1.26667 -2.15166  0.259
H6 0.79761 3.03480 -1.83004  0.216
H7 2.40224 -1.00123 0.10322  0.312
H8 1.60347 -2.01376 1.54538  0.273
H9 2.89092 -0.83743 1.81550  0.255

As for the HOMO-LUMO gap: 9.107 eV. The net charge is 0. For the LUMO energy, the calculation gives 0.13 eV. As for the total energy: -947.59621 hartree. Its structure (SMILES) is COP(=O)(OC)C1=NN1.C=C=O.

---

Record 3
The following is a quantum chemistry calculation of a structure of composition H14O17SV3, from OMol25.

Last column: Mulliken charge in e.
Element x y z (Å)
O1 7.61538 -4.43071 -18.60477  -0.459
V1 7.18758 -4.75595 -20.12532  1.426
O2 5.61036 -4.49763 -20.25479  -0.532
O3 11.79942 -9.22927 -21.22027  -0.443
V2 11.44472 -8.66037 -19.80126  1.308
O4 12.26334 -7.27616 -19.64257  -0.465
O5 7.67306 -8.81694 -15.75705  -0.495
V3 7.01209 -7.52605 -16.41484  1.141
O6 7.75160 -6.16924 -15.82978  -0.523
S1 8.09977 -7.91884 -19.48610  1.008
O7 8.28805 -7.64067 -18.06078  -0.301
O8 9.36890 -7.91648 -20.17726  -0.096
O9 7.43432 -9.20222 -19.53184  -0.688
O10 7.35130 -6.86892 -20.12938  -0.510
O11 8.00113 -11.21391 -17.77714  -0.665
H1 7.63559 -10.41028 -18.14700  0.333
H2 7.81728 -11.88561 -18.43384  0.331
O12 4.68821 -9.24199 -20.24379  -0.689
H3 5.57903 -9.43408 -19.95091  0.252
H4 4.77205 -8.43731 -20.75534  0.373
O13 10.73177 -8.42649 -17.61841  -0.496
H5 9.80647 -8.19185 -17.54782  0.394
H6 11.00311 -8.60626 -16.71825  0.312
O14 9.44221 -5.12245 -20.62593  -0.599
H7 10.20636 -4.95060 -21.17619  0.308
H8 9.33324 -6.07293 -20.65664  0.545
O15 5.43693 -8.63841 -17.36319  -0.359
H9 4.72748 -9.03572 -16.85816  0.293
H10 5.18821 -8.77763 -18.27696  0.315
O16 9.83671 -7.66209 -22.75920  -0.640
H11 9.24943 -7.92179 -22.04935  0.321
H12 9.39855 -7.96280 -23.55533  0.307
O17 6.89088 -9.91173 -21.97042  -0.601
H13 6.08935 -9.45960 -22.23377  0.325
H14 6.85953 -9.91816 -21.01375  0.268

As for the HOMO-LUMO gap: 8.276 eV. The net charge is +1. For the LUMO energy, the calculation gives -5.74 eV. As for the total energy: -4517.44707 hartree.

---

Record 4
The following is a quantum chemistry calculation of a cluster of 2 separate species, C21H42N5O2 in total, from OMol25.

Last column: Mulliken charge in e.
Element x y z (Å)
C1 3.51244 5.32262 3.03624  -1.444
C2 3.34512 3.81190 2.96880  0.933
O1 4.35345 3.15393 3.76324  -0.576
C3 3.55447 3.24488 1.56505  -1.127
N1 2.82926 3.89205 0.47733  -0.381
C4 1.39800 4.04648 0.64301  -0.591
C5 0.74618 2.68805 0.80650  -0.711
O2 -0.67345 2.78402 0.73396  -0.491
C6 -1.40838 2.74511 1.92521  1.941
C7 -0.69796 3.41765 3.03173  -0.390
N2 -0.14569 3.93948 3.89221  -0.549
C8 -2.71596 3.58898 1.66742  -0.979
C9 -2.94506 3.83931 0.24741  0.378
N3 -3.11634 4.05845 -0.86590  -0.511
C10 -1.79080 1.29493 2.39267  -1.598
C11 -1.11930 0.13480 1.63455  -0.136
C12 -0.01621 -0.55371 2.44909  -0.894
C13 0.79117 -1.58376 1.67107  -0.086
N4 1.82476 -0.91458 0.85151  -0.546
H1 4.21339 5.68341 2.28633  0.289
H2 2.56434 5.84661 2.91891  0.335
H3 3.88976 5.58188 4.02281  0.394
H4 2.37033 3.51978 3.36538  0.004
H5 4.03017 3.10022 4.66710  0.390
H6 3.32229 2.17925 1.58902  0.230
H7 4.61987 3.33265 1.36119  0.523
H8 3.26426 4.77329 0.25062  0.328
H9 0.97968 4.46620 -0.27322  0.502
H10 1.10421 4.72513 1.45156  0.253
H11 1.07705 2.16756 1.70375  0.195
H12 1.06490 2.08647 -0.04822  0.530
H13 -3.58361 3.09605 2.09481  0.486
H14 -2.63568 4.56118 2.15383  0.399
H15 -2.86810 1.16747 2.34605  0.428
H16 -1.53076 1.18827 3.44516  0.535
H17 -0.77944 0.43841 0.64633  0.103
H18 -1.88351 -0.62930 1.47240  0.551
H19 -0.49668 -1.02241 3.30827  0.441
H20 0.68665 0.17248 2.86306  0.309
H21 0.11706 -2.18761 1.05093  -0.253
H22 1.30505 -2.22248 2.38554  0.440
H23 2.10895 -1.51927 0.08874  0.267
H24 1.40975 -0.10157 0.41007  0.099
C14 0.24983 -5.78026 -2.07450  -1.401
C15 -0.01624 -4.49529 -1.28202  -0.600
C16 -1.34768 -3.79393 -1.51118  -0.449
N5 -1.50597 -2.90343 -2.75048  0.704
C17 -1.35005 -1.48483 -2.29811  -1.765
C18 -0.53180 -3.18711 -3.86936  -0.824
C19 -1.21342 -4.21697 -4.74556  -0.542
C20 -2.67942 -3.77386 -4.74335  -0.658
C21 -2.88500 -3.07127 -3.39679  -0.566
H25 0.73477 -5.59141 -3.03124  0.324
H26 0.91934 -6.42979 -1.51416  0.419
H27 -0.67119 -6.33587 -2.25577  0.315
H28 0.81675 -3.79554 -1.38301  0.314
H29 -0.03597 -4.76034 -0.22288  0.553
H30 -1.51761 -3.12732 -0.66768  0.338
H31 -2.16072 -4.51513 -1.51392  0.283
H32 -0.35955 -1.37136 -1.86087  0.483
H33 -2.11635 -1.26908 -1.55847  0.618
H34 -1.46193 -0.82357 -3.15252  0.538
H35 -0.40519 -2.25300 -4.41456  0.471
H36 0.42985 -3.48056 -3.46194  0.422
H37 -1.12096 -5.22072 -4.33663  0.160
H38 -0.78443 -4.23018 -5.74487  0.494
H39 -3.35547 -4.61695 -4.86139  0.344
H40 -2.88005 -3.08245 -5.56005  0.313
H41 -3.52044 -3.62548 -2.71468  0.365
H42 -3.30674 -2.07857 -3.52555  0.327

As for the HOMO-LUMO gap: 8.090 eV. The net charge is +1. For the LUMO energy, the calculation gives -2.50 eV. As for the total energy: -1249.32077 hartree.

---

Record 5
The following is a quantum chemistry calculation of a structure of composition C5H8O2, from OMol25.

Last column: Mulliken charge in e.
Element x y z (Å)
C1 -1.91922 -0.24364 -0.13907  -1.272
C2 -0.71416 0.64929 0.04656  0.355
O1 -0.25139 0.68646 1.42371  -0.425
C3 1.07689 0.43766 0.99679  -0.072
C4 1.19635 -0.91659 0.35011  -0.892
C5 0.68342 0.25827 -0.43449  0.399
O2 1.21091 0.76455 -1.60880  -0.529
H1 -1.67623 -1.29296 0.05666  0.264
H2 -2.70512 0.05806 0.56182  0.324
H3 -2.31755 -0.15580 -1.15535  0.338
H4 -0.92485 1.67477 -0.28272  0.295
H5 1.90012 0.96720 1.46454  0.380
H6 2.23298 -1.19307 0.16111  0.319
H7 0.54413 -1.74402 0.63259  0.173
H8 1.66371 0.04981 -2.07344  0.341

As for the HOMO-LUMO gap: 9.851 eV. The net charge is 0. For the LUMO energy, the calculation gives 0.82 eV. As for the total energy: -345.71288 hartree.

---

Record 6
The following is a quantum chemistry calculation of a cluster of 2 separate species, C5H9NO in total, from OMol25.

Last column: Mulliken charge in e.
Element x y z (Å)
C1 1.46350 0.61866 0.23600  -1.020
C2 -0.33880 -0.47830 1.51078  -1.036
N1 0.03538 0.34684 0.36819  0.260
C3 -0.85850 1.44246 0.00733  -0.071
O1 -0.51414 2.49862 -0.49330  -0.526
H1 -1.86629 1.27966 0.42296  0.398
H2 1.64840 1.19445 -0.67368  0.312
H3 1.81383 1.19642 1.09444  0.343
H4 -0.22277 0.09383 2.43437  0.355
H5 0.29139 -1.36982 1.54803  0.303
H6 -1.38751 -0.77135 1.41534  0.350
H7 2.00508 -0.32931 0.18976  0.309
C4 -0.76324 -0.97874 -1.67663  -0.474
C5 -0.19962 -1.96394 -2.10567  -0.221
H8 0.36331 -2.66156 -2.68680  0.384
H9 -1.47002 -0.11792 -1.59111  0.333

As for the HOMO-LUMO gap: 9.825 eV. The net charge is 0. For the LUMO energy, the calculation gives 0.86 eV. As for the total energy: -325.79747 hartree. Its structure (SMILES) is CN(C)C=O.C#C.

---

- Look up the net charge of the second one.
  0

---

- Among the records above, which one has the highest HOMO-LUMO gap?
  C5H8O2